[1]
The following is a quantum chemistry calculation of an isolated molecule of C3H3Cl at a distorted geometry, from OMol25.

ORCA input file:
```
! wB97M-V def2-TZVPD RIJCOSX def2/J DEFGRID3
* xyz 0 3
C 0.61 -0.58 0.44
C -0.70 -0.02 0.48
C 0.24 0.44 -0.58
Cl -2.17 0.14 1.25
H 1.35 -1.30 0.45
H 0.81 1.29 -0.53
H -0.13 0.03 -1.51
*
```

Calculated values
Lowest unoccupied orbital energy (spin up / spin down) ... 1.00 / -1.45 eV
HOMO-LUMO gap (spin up / spin down) ... 7.2 / 9.1 eV
Electronic energy ... -576.065606 Eh
Energy above the lowest of the compared OMol25 structures with the same formula, charge and spin ... 0.342 eV



[2]
The following is a quantum chemistry calculation of a structure of composition C38H31ClGeN3Tl at a distorted geometry, from OMol25.

ORCA input file:
```
! wB97M-V def2-TZVPD RIJCOSX def2/J DEFGRID3
* xyz -2 1
Tl 1.95 0.99 1.34
Cl 1.77 -5.89 2.31
C 2.55 -4.36 2.02
C 3.08 -3.66 3.14
C 3.63 -2.39 2.95
C 3.75 -1.86 1.65
C 4.26 -0.56 1.38
C 3.31 -2.62 0.55
C 2.65 -3.84 0.71
H 2.97 -4.19 4.05
H 3.96 -1.82 3.83
H 4.59 -0.35 0.37
H 4.55 0.08 2.23
H 3.45 -2.27 -0.46
H 2.33 -4.51 -0.12
C -0.25 0.52 1.68
Ge -1.44 0.89 3.14
C -2.13 -0.69 3.99
C -1.69 -1.97 3.71
C -2.36 -3.10 4.25
C -3.45 -2.89 5.08
C -3.92 -1.59 5.35
C -3.22 -0.52 4.82
C -2.75 1.98 2.22
C -3.90 1.40 1.72
C -4.78 2.08 0.88
C -4.48 3.42 0.63
C -3.36 4.05 1.18
C -2.45 3.29 1.90
C -0.64 1.88 4.59
C 0.16 1.15 5.48
C 0.73 1.77 6.60
C 0.44 3.14 6.82
C -0.39 3.84 5.96
C -0.99 3.17 4.90
H -0.87 0.25 0.83
H -0.83 -2.14 3.02
H -1.98 -4.09 4.03
H -3.93 -3.76 5.58
H -4.72 -1.37 6.05
H -3.52 0.48 5.11
H -4.12 0.37 1.95
H -5.60 1.50 0.48
H -5.09 3.97 -0.10
H -3.18 5.10 0.95
H -1.54 3.80 2.26
H 0.29 0.07 5.26
H 1.37 1.19 7.27
H 0.90 3.65 7.64
H -0.63 4.89 6.08
H -1.71 3.65 4.24
N 1.46 0.82 -7.32
C 1.25 0.23 -8.55
C 1.34 0.66 -9.84
C 1.10 -0.28 -10.84
C 0.79 -1.61 -10.49
C 0.64 -2.03 -9.19
C 0.93 -1.14 -8.19
N 0.91 -1.29 -6.84
C 1.23 -0.09 -6.31
C 1.22 0.18 -4.89
C 1.42 1.50 -4.36
C 1.51 1.64 -3.01
N 1.28 0.68 -2.09
C 0.94 -0.54 -2.57
C 0.91 -0.82 -3.94
H 1.64 1.82 -7.19
H 1.79 1.64 -10.04
H 1.22 -0.04 -11.88
H 0.62 -2.31 -11.25
H 0.26 -3.05 -8.92
H 1.67 2.33 -5.02
H 1.83 2.57 -2.64
H 0.69 -1.25 -1.78
H 0.55 -1.78 -4.33
*
```

Calculated values
Lowest unoccupied orbital energy (spin up / spin down) ... 4.02 / 4.02 eV
HOMO-LUMO gap (spin up / spin down) ... 4.5 / 3.5 eV
Electronic energy ... -4340.356699 Eh
Energy above the lowest of the compared OMol25 structures with the same formula, charge and spin ... 1.004 eV



[3]
The following is a quantum chemistry calculation of a cluster of 14 separate species, C29H91N5O14 in total at a distorted geometry, from OMol25.

ORCA input file:
```
! wB97M-V def2-TZVPD RIJCOSX def2/J DEFGRID3
* xyz 0 1
C -3.86 -6.26 3.12
C -2.95 -5.00 3.24
C -2.96 -4.12 1.99
O -2.45 -4.66 0.75
C -1.07 -5.08 0.77
N -3.39 -4.19 4.41
H -4.89 -5.92 3.04
H -3.87 -6.93 3.98
H -3.48 -6.87 2.30
H -1.91 -5.29 3.32
H -2.43 -3.21 2.28
H -3.99 -3.86 1.76
H -0.43 -4.30 1.16
H -0.75 -5.33 -0.24
H -0.93 -6.01 1.33
H -2.86 -3.33 4.50
H -3.18 -4.70 5.26
C 2.98 -4.10 -0.52
C 3.80 -4.74 -1.64
C 5.29 -4.89 -1.35
O 5.89 -3.54 -1.30
C 7.17 -3.51 -0.83
N 3.19 -6.03 -1.95
H 3.43 -3.14 -0.25
H 2.87 -4.67 0.40
H 1.98 -3.88 -0.89
H 3.61 -4.14 -2.52
H 5.80 -5.41 -2.16
H 5.59 -5.54 -0.53
H 7.20 -3.88 0.20
H 7.44 -2.46 -0.90
H 7.86 -4.10 -1.42
H 3.58 -6.25 -2.86
H 3.62 -6.62 -1.25
C -4.18 -0.34 0.24
C -5.62 0.05 -0.24
C -6.36 -1.10 -0.85
O -5.58 -1.64 -1.95
C -5.51 -0.96 -3.19
N -6.36 0.68 0.83
H -4.14 -1.23 0.87
H -3.69 0.40 0.86
H -3.60 -0.47 -0.67
H -5.42 0.89 -0.92
H -7.38 -0.85 -1.16
H -6.51 -1.90 -0.13
H -5.54 0.12 -3.02
H -6.34 -1.30 -3.81
H -4.56 -1.25 -3.64
H -7.28 0.95 0.50
H -5.90 1.58 0.86
C 1.46 6.65 -0.49
C 2.44 6.90 -1.61
C 3.64 7.64 -1.14
O 3.35 9.00 -0.91
C 4.50 9.69 -0.43
N 2.80 5.61 -2.23
H 0.50 6.20 -0.73
H 1.17 7.55 0.04
H 1.81 5.89 0.20
H 2.08 7.52 -2.43
H 4.37 7.53 -1.94
H 4.13 7.16 -0.29
H 4.98 9.30 0.47
H 4.16 10.71 -0.24
H 5.24 9.79 -1.21
H 3.52 5.83 -2.91
H 3.37 5.06 -1.61
C 0.12 -1.33 0.10
C -0.52 0.04 -0.29
C 0.33 1.28 0.11
O 0.54 1.36 1.53
C 1.29 2.51 1.94
N -0.60 -0.02 -1.74
H -0.55 -2.16 -0.12
H 0.23 -1.36 1.19
H 1.08 -1.61 -0.33
H -1.51 0.14 0.14
H -0.16 2.16 -0.30
H 1.31 1.14 -0.34
H 2.34 2.34 1.69
H 1.15 2.68 3.01
H 0.91 3.42 1.47
H 0.32 0.16 -2.12
H -0.84 -0.96 -2.03
C -1.64 -0.73 -5.29
O -1.02 -1.96 -5.29
H -2.65 -0.71 -4.88
H -1.09 -0.10 -4.58
H -1.62 -0.29 -6.29
H -1.03 -2.31 -4.40
C 3.19 -0.37 -2.59
O 1.96 -0.37 -3.32
H 3.33 0.46 -1.91
H 3.15 -1.29 -2.00
H 4.04 -0.43 -3.27
H 1.86 -1.12 -3.91
C 3.94 -0.61 2.02
O 5.19 -0.75 2.70
H 4.07 -0.42 0.96
H 3.38 -1.53 2.21
H 3.40 0.23 2.45
H 5.00 -1.05 3.59
C -1.03 -1.12 3.84
O -2.15 -1.62 4.58
H -0.40 -0.41 4.37
H -0.29 -1.88 3.63
H -1.21 -0.75 2.83
H -2.58 -0.93 5.08
C -2.82 2.46 -1.29
O -2.75 1.51 -2.35
H -3.75 3.02 -1.23
H -2.61 1.98 -0.33
H -2.03 3.20 -1.44
H -2.03 0.91 -2.15
C 1.96 2.07 5.96
O 2.74 2.64 7.03
H 2.22 2.56 5.02
H 2.21 1.02 5.82
H 0.91 2.00 6.24
H 2.66 3.59 6.97
C -2.33 3.58 3.33
O -3.51 4.07 2.75
H -2.30 2.50 3.21
H -1.47 4.15 2.97
H -2.31 3.84 4.39
H -3.94 4.57 3.44
C -2.49 -2.97 -2.23
O -1.21 -2.95 -2.72
H -2.52 -2.43 -1.28
H -3.18 -2.56 -2.96
H -2.73 -4.03 -2.07
H -0.99 -3.88 -2.77
C 0.84 2.93 -3.25
O 0.68 4.34 -3.36
H 0.84 2.68 -2.19
H 0.07 2.31 -3.72
H 1.77 2.66 -3.74
H 1.35 4.83 -2.86
*
```

Calculated values
Lowest unoccupied orbital energy ... 0.18 eV
HOMO-LUMO gap ... 9.1 eV
Electronic energy ... -2486.296809 Eh
Energy above the lowest of the compared OMol25 structures with the same formula, charge and spin ... 3.720 eV



[4]
The following is a quantum chemistry calculation of a structure of composition C10H20N3OS at a distorted geometry, from OMol25.

ORCA input file:
```
! wB97M-V def2-TZVPD RIJCOSX def2/J DEFGRID3
* xyz 1 1
C -0.50 1.88 3.08
C 0.55 1.94 -1.79
C -0.07 2.81 1.85
C 0.15 -3.07 -1.16
C 0.50 -3.53 1.28
C -1.32 3.64 -0.10
C 0.87 2.42 -0.38
C 0.18 0.48 -1.81
C -0.04 -1.13 0.46
C -0.30 -2.67 0.29
N -0.13 0.88 3.73
N 0.97 2.63 -2.70
N -0.37 2.57 0.43
O -1.31 2.77 2.63
S -1.08 0.00 -0.54
H 0.55 3.67 2.06
H -0.38 -2.61 -2.01
H 1.25 -2.81 -1.28
H -0.13 -4.22 -1.17
H 1.65 -3.31 1.37
H 0.37 -4.50 0.97
H 0.18 -3.22 2.21
H -0.72 4.48 -0.14
H -1.59 3.36 -1.06
H -2.24 3.57 0.61
H 1.35 3.44 -0.25
H 1.49 1.67 0.08
H 0.93 -0.24 -1.64
H -0.27 0.17 -2.86
H -0.35 -0.90 1.49
H 1.01 -0.83 0.36
H -1.43 -2.93 0.37
H -0.84 0.85 4.48
H 0.76 2.57 -3.74
H -0.87 1.55 0.27
*
```

Calculated values
Lowest unoccupied orbital energy ... -2.69 eV
HOMO-LUMO gap ... 10.2 eV
Electronic energy ... -1030.305210 Eh
Energy above the lowest of the compared OMol25 structures with the same formula, charge and spin ... 3.122 eV



[5]
The following is a quantum chemistry calculation of a cluster of 2 separate species, C9H13N4OS in total at a distorted geometry, from OMol25.

ORCA input file:
```
! wB97M-V def2-TZVPD RIJCOSX def2/J DEFGRID3
* xyz 1 1
C 2.54 -1.41 1.18
C -1.28 2.11 -0.46
C -2.75 -2.02 -0.54
C 3.34 -0.56 0.21
C -0.81 2.36 0.96
C -3.80 -1.00 -0.51
C 0.67 -0.72 0.06
C -1.94 -0.71 1.12
C -0.06 0.47 0.15
N 1.32 -1.34 1.10
N -1.84 -1.89 0.33
N -0.75 0.98 -0.86
N 2.55 0.08 -0.85
O 0.10 1.31 1.17
S -3.29 0.30 0.68
H 3.03 -1.96 1.94
H -1.96 2.78 -0.99
H -3.02 -2.99 -0.96
H 4.07 0.12 0.81
H 4.26 -1.21 0.01
H -0.45 3.30 1.23
H -1.70 2.24 1.74
H -3.82 -0.45 -1.48
H -4.84 -1.31 -0.33
H 0.39 -1.48 -0.67
H -1.42 -0.70 2.15
H 2.60 1.08 -0.96
H 2.47 -0.45 -1.71
*
```

Calculated values
Lowest unoccupied orbital energy (spin up / spin down) ... -4.22 / -4.39 eV
HOMO-LUMO gap (spin up / spin down) ... 6.5 / 6.2 eV
Electronic energy ... -1042.786090 Eh
Energy above the lowest of the compared OMol25 structures with the same formula, charge and spin ... 4.901 eV



[6]
The following is a quantum chemistry calculation of a cluster of 2 separate species, C6H11N in total at a distorted geometry, from OMol25.

ORCA input file:
```
! wB97M-V def2-TZVPD RIJCOSX def2/J DEFGRID3
* xyz 0 1
C -0.37 0.77 1.61
C -0.69 -0.34 0.66
C -1.94 -0.35 -0.18
C 0.50 0.55 0.40
C 1.91 0.02 0.52
C 0.51 -0.42 -2.75
N 1.07 -0.94 -3.61
H 0.02 0.04 -1.92
H 0.05 0.52 2.58
H -1.00 1.65 1.61
H -0.41 -1.33 1.02
H -2.80 -0.72 0.39
H -1.84 -1.02 -1.05
H -2.20 0.64 -0.56
H 0.37 1.32 -0.36
H 2.40 -0.04 -0.46
H 2.53 0.64 1.17
H 1.89 -0.99 0.94
*
```

Calculated values
Lowest unoccupied orbital energy ... 1.00 eV
HOMO-LUMO gap ... 11.4 eV
Electronic energy ... -289.913134 Eh
Structure (SMILES) ... C[C@@H]1C[C@H]1C.C#N
Energy above the lowest of the compared OMol25 structures with the same formula, charge and spin ... 1.593 eV



[7]
The following is a quantum chemistry calculation of a cluster of 12 separate species, C4H32NO12 in total at a distorted geometry, from OMol25.

ORCA input file:
```
! wB97M-V def2-TZVPD RIJCOSX def2/J DEFGRID3
* xyz 1 1
O 1.89 3.18 -1.41
C 1.40 3.17 -0.31
C 0.34 2.11 0.00
N 0.21 1.13 -1.13
C 1.41 0.26 -1.27
C -0.99 2.83 0.20
H 1.66 3.87 0.49
H 0.64 1.51 0.87
H -0.62 0.51 -0.94
H 0.03 1.62 -2.01
H 2.33 0.87 -1.29
H 1.32 -0.26 -2.21
H 1.45 -0.50 -0.44
H -1.22 3.50 -0.64
H -1.00 3.38 1.14
H -1.83 2.12 0.30
H 1.98 3.14 3.84
H 0.92 2.08 3.43
O 1.55 2.75 3.08
H -1.32 -1.46 -4.40
H -0.26 -1.93 -5.49
O -0.39 -1.70 -4.57
H -3.71 -1.08 -4.17
H -2.99 -1.45 -2.88
O -2.87 -0.96 -3.71
H 3.94 2.09 1.19
H 2.54 2.09 1.87
O 3.05 1.75 1.08
H -1.35 -2.85 -1.53
H -1.92 -2.22 -0.23
O -2.02 -2.22 -1.20
H 1.15 -3.24 2.40
H 1.64 -2.10 1.50
O 0.87 -2.73 1.63
H -4.67 -0.83 1.77
H -3.18 -1.14 1.31
O -3.81 -0.44 1.57
H -1.17 1.65 4.04
H -0.54 0.34 3.53
O -0.34 1.14 4.03
H 0.44 -4.19 -2.64
H 0.00 -2.84 -3.32
O 0.12 -3.31 -2.46
H -2.06 -2.94 1.99
H -0.69 -2.35 1.58
O -1.69 -2.16 1.54
H 3.83 -1.28 1.12
H 2.95 0.02 1.34
O 2.97 -0.97 1.42
*
```

Calculated values
Lowest unoccupied orbital energy ... -2.46 eV
HOMO-LUMO gap ... 10.8 eV
Electronic energy ... -1129.059759 Eh
Energy above the lowest of the compared OMol25 structures with the same formula, charge and spin ... 0.000 eV



[8]
The following is a quantum chemistry calculation of a cluster of 2 separate species, C4H10NOS2 in total at a distorted geometry, from OMol25.

ORCA input file:
```
! wB97M-V def2-TZVPD RIJCOSX def2/J DEFGRID3
* xyz 1 1
N -2.16 0.54 1.48
C -2.06 0.33 0.02
C -3.35 -0.23 -0.55
O -3.32 -1.00 -1.47
C -0.91 -0.61 -0.39
S 0.65 -0.22 0.29
S 3.62 -0.11 -1.47
C 4.12 0.11 0.22
H -2.57 1.46 1.65
H -1.21 0.60 1.81
H 2.34 -0.47 -1.21
H -1.86 1.29 -0.48
H -4.29 0.11 -0.10
H -0.80 -0.55 -1.47
H -1.12 -1.62 -0.02
H 5.07 -0.44 0.31
H 3.41 -0.30 0.91
H 4.44 1.12 0.46
*
```

Calculated values
Lowest unoccupied orbital energy ... -9.38 eV
HOMO-LUMO gap ... 4.0 eV
Electronic energy ... -1084.333333 Eh
Energy above the lowest of the compared OMol25 structures with the same formula, charge and spin ... 4.736 eV



[9]
The following is a quantum chemistry calculation of a cluster of 5 separate species, C18H25F2NO10S in total at a distorted geometry, from OMol25.

ORCA input file:
```
! wB97M-V def2-TZVPD RIJCOSX def2/J DEFGRID3
* xyz 0 1
C 2.85 -1.79 -1.62
C 1.79 -2.39 -1.71
N 0.44 -2.95 -1.91
F 0.39 -3.16 -3.28
S -0.71 -1.61 -1.69
O -1.78 -1.96 -0.75
O -1.33 -1.23 -2.98
F 0.17 -0.31 -1.13
H 3.65 -1.00 -1.80
O 2.47 1.15 -3.16
C 1.46 1.43 -3.75
O 0.81 0.58 -4.59
C -0.30 1.26 -5.19
C -0.60 2.42 -4.27
C 0.76 2.76 -3.70
H 0.01 1.60 -6.19
H -1.14 0.58 -5.30
H -1.09 3.25 -4.77
H -1.26 2.08 -3.46
H 1.29 3.47 -4.33
H 0.68 3.13 -2.68
O 1.66 -1.06 1.21
C 2.66 -0.67 1.76
O 3.76 -0.22 1.10
C 4.80 0.05 2.05
C 4.09 0.26 3.37
C 2.90 -0.66 3.25
H 5.49 -0.80 2.08
H 5.36 0.94 1.74
H 4.72 0.05 4.24
H 3.75 1.30 3.45
H 3.13 -1.68 3.58
H 2.03 -0.27 3.78
O -0.22 4.84 -1.36
C -1.11 4.35 -0.71
O -1.65 4.94 0.39
C -2.60 4.05 0.99
C -3.00 3.09 -0.11
C -1.73 3.00 -0.94
H -2.11 3.54 1.83
H -3.45 4.61 1.37
H -3.35 2.13 0.26
H -3.80 3.53 -0.71
H -1.05 2.23 -0.57
H -1.95 2.85 -1.99
O -0.48 -3.14 4.93
C -1.28 -3.63 4.19
O -1.86 -4.85 4.38
C -2.68 -5.18 3.26
C -3.01 -3.85 2.60
C -1.77 -3.03 2.89
H -2.11 -5.84 2.59
H -3.57 -5.70 3.60
H -3.24 -3.94 1.54
H -3.87 -3.40 3.10
H -1.00 -3.17 2.13
H -2.01 -1.97 3.01
*
```

Calculated values
Lowest unoccupied orbital energy ... -0.34 eV
HOMO-LUMO gap ... 9.7 eV
Electronic energy ... -2105.770911 Eh
Structure (SMILES) ... C#CN(F)S(=O)(=O)F.O=C1CCCO1.O=C1CCCO1.O=C1CCCO1.O=C1CCCO1